--- one ---
{
  "formula": "C3H8N2S",
  "method": "the ωB97M-V functional and the def2-TZVPD basis",
  "homo_ev": [-8.3714, -8.3830],
  "gap_ev": [8.306, 8.316],
  "species": ["C", "C", "C", "N", "N", "S", "H", "H", "H", "H", "H", "H", "H", "H"],
  "positions_angstrom": [[1.207, 0.640, 0.104], [1.496, -0.712, -0.462], [0.231, -0.034, -0.838], [-0.913, -1.612, 1.011], [-2.047, 1.325, 0.079], [-1.319, -0.837, -0.296], [0.971, 0.748, 1.076], [1.781, 1.295, -0.481], [2.381, -0.740, -1.028], [1.378, -1.558, 0.189], [0.138, 0.553, -1.759], [-1.661, -2.184, 1.254], [-2.495, 1.376, 0.977], [-1.146, 1.741, 0.172]]
}



--- two ---
{
  "formula": "C3H8N2S",
  "method": "the ωB97M-V functional and the def2-TZVPD basis",
  "homo_ev": -8.8191,
  "gap_ev": 9.743,
  "species": ["C", "C", "C", "H", "H", "H", "H", "H", "H", "H", "H", "N", "N", "S"],
  "positions_angstrom": [[-2.166, -0.502, 0.665], [0.975, -0.161, -0.446], [1.435, 1.200, 0.116], [-2.644, 0.228, 1.332], [-1.234, -0.898, 1.088], [-2.926, -1.257, 0.439], [-0.137, -0.967, -1.823], [2.448, 1.102, 0.536], [0.716, 1.463, 0.895], [1.303, 1.920, -0.656], [2.481, -1.010, 0.252], [-0.162, -0.216, -1.208], [1.600, -1.265, -0.354], [-1.689, 0.365, -0.837]]
}



Most stable pick: two. Distance to second place: 3.492 eV.



--- one ---
{
  "formula": "C2H5OPS",
  "method": "the ωB97M-V functional and the def2-TZVPD basis",
  "homo_ev": [-7.6943, -7.6953],
  "gap_ev": [7.251, 7.253],
  "species": ["C", "C", "O", "P", "S", "H", "H", "H", "H", "H"],
  "positions_angstrom": [[0.434, 1.182, 0.828], [-0.508, -0.929, -0.358], [-0.867, -1.480, -1.523], [1.234, -0.430, 0.037], [-1.027, 1.515, -0.102], [0.167, 0.648, 1.683], [1.197, 2.008, 1.094], [-1.096, -1.044, 0.497], [-1.750, -1.852, -1.613], [1.620, 0.171, -1.224]]
}



--- two ---
{
  "formula": "C2H5OPS",
  "method": "the ωB97M-V functional and the def2-TZVPD basis",
  "homo_ev": [-7.4130, -7.4603],
  "gap_ev": [7.134, 7.183],
  "species": ["C", "C", "O", "P", "S", "H", "H", "H", "H", "H"],
  "positions_angstrom": [[-0.119, 0.728, 1.353], [-0.397, 1.152, 0.026], [0.812, -2.011, -0.282], [0.017, -1.944, 1.162], [-0.033, 1.482, 2.731], [-0.065, 2.242, -0.257], [-0.232, 0.447, -0.910], [-1.459, 1.296, -0.140], [0.682, -2.820, -0.835], [1.101, -1.281, 1.906]]
}



Most stable pick: one. Distance to second place: 0.219 eV.



--- one ---
{
  "formula": "C3H7NOS",
  "method": "the ωB97M-V functional and the def2-TZVPD basis",
  "homo_ev": -9.2559,
  "gap_ev": 9.817,
  "species": ["C", "C", "S", "C", "N", "O", "H", "H", "H", "H", "H", "H", "H"],
  "positions_angstrom": [[-0.015, -0.289, -0.038], [1.036, 0.677, -0.826], [1.715, -0.167, -2.262], [-0.402, 0.089, 1.421], [-1.624, -0.560, 1.662], [0.379, 0.430, 2.340], [-0.924, -0.304, -0.653], [0.200, -1.407, -0.305], [0.493, 1.643, -1.306], [1.763, 1.187, -0.189], [1.109, 0.647, -3.117], [-1.680, -1.082, 2.508], [-2.051, -0.864, 0.767]]
}



--- two ---
{
  "formula": "C3H7NOS",
  "method": "the ωB97M-V functional and the def2-TZVPD basis",
  "homo_ev": [-8.9406, -8.9905],
  "gap_ev": [7.324, 7.372],
  "species": ["C", "C", "C", "N", "O", "S", "H", "H", "H", "H", "H", "H", "H"],
  "positions_angstrom": [[-0.638, 0.625, 0.316], [-1.896, 1.408, 0.041], [0.343, -1.515, 0.005], [-0.598, -0.556, -0.100], [4.186, -0.459, -1.062], [3.601, -0.175, 0.273], [0.127, 1.162, 0.839], [-2.811, 0.755, 0.197], [-2.040, 1.534, -1.060], [-2.061, 2.461, 0.516], [-0.055, -2.215, 0.575], [0.531, -1.813, -0.997], [1.312, -1.211, 0.457]]
}



--- three ---
{
  "formula": "C3H7NOS",
  "method": "the ωB97M-V functional and the def2-TZVPD basis",
  "homo_ev": -8.6569,
  "gap_ev": 9.075,
  "species": ["C", "C", "C", "H", "H", "H", "H", "H", "H", "H", "N", "O", "S"],
  "positions_angstrom": [[-1.728, 1.151, 0.000], [-0.526, -0.908, 0.094], [2.056, -0.695, 0.035], [-1.443, 2.156, -0.067], [-2.256, 0.859, -0.838], [-2.499, 0.873, 0.845], [0.300, 0.986, -0.488], [1.886, 0.013, 0.981], [2.477, -0.086, -0.783], [3.083, -1.250, 0.140], [-0.467, 0.405, 0.109], [0.821, -1.428, -0.032], [-1.703, -2.077, 0.004]]
}



Most stable pick: one. Distance to second place: 1.311 eV.



--- one ---
{
  "formula": "CH3Br2ClOSi",
  "method": "the ωB97M-V functional and the def2-TZVPD basis",
  "homo_ev": [-11.0085, -7.4928],
  "gap_ev": [10.235, 3.648],
  "species": ["C", "O", "Si", "Cl", "Br", "Br", "H", "H", "H"],
  "positions_angstrom": [[-0.512, 0.797, -0.355], [0.595, 1.674, -0.338], [1.408, 2.716, 0.524], [2.342, 2.246, 2.253], [2.601, 3.807, -0.934], [-3.653, 0.153, 0.235], [-0.957, 0.460, -1.391], [-1.449, 1.177, 0.256], [-0.415, -0.069, 0.271]]
}



--- two ---
{
  "formula": "CH3Br2ClOSi",
  "method": "the ωB97M-V functional and the def2-TZVPD basis",
  "homo_ev": -10.4398,
  "gap_ev": 10.998,
  "species": ["C", "O", "Si", "Cl", "Br", "Br", "H", "H", "H"],
  "positions_angstrom": [[-2.941, 0.117, -0.331], [-2.240, -0.708, 0.176], [2.175, -0.242, 0.428], [3.261, 0.139, 2.081], [3.529, -1.511, -0.752], [2.022, 1.704, -0.659], [-2.579, 0.852, -1.213], [-3.970, 0.238, -0.060], [0.743, -0.589, 0.331]]
}



Most stable pick: two. Distance to second place: 2.474 eV.



--- one ---
{
  "formula": "C4H6N2O",
  "method": "the ωB97M-V functional and the def2-TZVPD basis",
  "homo_ev": [-7.9728, -8.0950],
  "gap_ev": [7.541, 7.617],
  "species": ["O", "C", "N", "C", "C", "C", "N", "H", "H", "H", "H", "H", "H"],
  "positions_angstrom": [[-2.299, 1.206, -0.098], [-1.176, 0.793, -0.217], [-0.079, 1.265, 0.447], [1.165, 0.599, 0.177], [0.536, -0.596, -0.681], [-0.579, -1.503, -0.073], [-0.764, -0.339, -1.158], [-0.194, 2.035, 1.092], [1.759, 0.572, 1.130], [1.810, 1.114, -0.530], [1.121, -1.307, -1.267], [0.230, -2.374, 0.705], [-1.530, -1.467, 0.472]]
}



--- two ---
{
  "formula": "C4H6N2O",
  "method": "the ωB97M-V functional and the def2-TZVPD basis",
  "homo_ev": -8.5065,
  "gap_ev": 9.346,
  "species": ["C", "C", "C", "C", "O", "N", "N", "H", "H", "H", "H", "H", "H"],
  "positions_angstrom": [[1.235, -1.339, -0.720], [0.795, -0.545, 0.256], [0.808, 0.937, 0.301], [-0.501, 1.209, 0.291], [-1.158, 2.356, 0.095], [-1.297, 0.003, 0.361], [-0.352, -0.881, 1.044], [-1.200, -0.348, -0.620], [0.888, -2.366, -0.790], [1.899, -0.967, -1.489], [1.645, 1.606, 0.176], [-2.099, 2.168, 0.224], [-0.662, -1.834, 0.872]]
}



--- three ---
{
  "formula": "C4H6N2O",
  "method": "the ωB97M-V functional and the def2-TZVPD basis",
  "homo_ev": -8.5933,
  "gap_ev": 9.475,
  "species": ["C", "O", "C", "C", "N", "C", "N", "H", "H", "H", "H", "H", "H"],
  "positions_angstrom": [[2.295, 0.174, -0.249], [1.213, -0.389, -0.975], [-0.016, -0.146, -0.464], [-0.805, -1.070, 0.163], [-1.961, -0.389, 0.467], [-1.804, 0.886, 0.028], [-0.635, 1.071, -0.539], [2.685, 1.062, -0.757], [3.085, -0.580, -0.202], [1.991, 0.444, 0.769], [-0.640, -2.109, 0.396], [-2.775, -0.771, 0.920], [-2.582, 1.630, 0.134]]
}



Most stable pick: three. Distance to second place: 2.349 eV.